# C2H5N2O2

A 2-piece molecular cluster, C2H5N2O2 overall (ωB97M-V/def2-TZVPD, the Open Molecules 2025 dataset).

Bonds (Å) are listed after each position.
Atoms and positions in Å:
1 O -2.4149 0.8922 -0.4528  C2 1.232
2 C -1.7877 0.4400 -1.4122  O1 1.232, O3 1.265, H4 1.119
3 O -0.6333 -0.0779 -1.4271  C2 1.265
4 H -2.2246 0.5269 -2.4382  C2 1.119
5 N 0.8483 0.4185 0.6821  C6 1.345, H8 1.005, H9 1.078
6 C 1.7371 -0.3002 1.3918  N5 1.345, N7 1.285, H10 1.098
7 N 2.2286 -1.4308 1.0295  C6 1.285, H11 1.021
8 H 0.4753 1.2264 1.1490  N5 1.005
9 H 0.2286 0.1114 -0.1446  N5 1.078
10 H 2.0091 0.2054 2.3278  C6 1.098
11 H 2.8989 -1.7195 1.7431  N7 1.021

## Properties
Total charge   -1
Orbital gap   0.3166 hartree
E_LUMO   3.989 eV
Energy above the lowest of the compared OMol25 structures with the same formula, charge and spin   0.296 eV
2S+1   1